Run a
C3H6OS2 | wB97M-V/def2-TZVPD

The geometry in XYZ format:
```
12
Properties=species:S:1:pos:R:3:mulliken_charge:R:1
C 0.477 0.640 -1.632 -0.296
C 0.708 -0.811 0.042 -0.024
C -0.776 -0.708 -0.160 -0.369
O 1.259 -0.437 -1.255 -0.329
S -1.231 1.624 2.063 -0.239
S -1.887 -0.138 1.079 -0.003
H 0.564 0.833 -2.683 0.313
H 0.161 1.406 -0.907 0.224
H 0.948 -0.008 0.845 0.065
H 1.170 -1.728 0.489 0.304
H -1.307 -1.616 -0.392 0.184
H -0.085 0.942 2.511 0.169
```

Summary:
HOMO-LUMO gap (spin up / spin down), eV: 7.4 / 7.9
Net charge: 0

---

Run b
C3H6OS2 | wB97M-V/def2-TZVPD

The geometry in XYZ format:
```
12
Properties=species:S:1:pos:R:3:mulliken_charge:R:1
C 0.624 1.630 1.619 -0.619
O 1.153 1.304 0.230 -0.316
C 0.841 0.377 -0.611 0.319
S 1.961 -0.523 -1.532 -0.274
S -0.812 -0.337 -0.184 -0.036
C -1.167 -1.616 -1.316 -0.803
H -0.584 1.949 1.750 0.246
H 0.602 0.612 2.209 0.323
H 1.306 2.292 1.966 0.288
H -1.463 -1.196 -2.352 0.287
H -2.114 -2.044 -0.725 0.268
H -0.345 -2.447 -1.055 0.317
```

Summary:
SMILES: COC(=S)SC
HOMO-LUMO gap, eV: 8.8
Net charge: 0

---

Run c
C3H6OS2 | wB97M-V/def2-TZVPD

The geometry in XYZ format:
```
12
Properties=species:S:1:pos:R:3:mulliken_charge:R:1
C 2.430 -0.046 0.056 -0.887
O 1.275 -0.872 0.134 -0.233
C 0.102 -0.468 -0.083 0.335
S -1.166 -1.560 -0.036 -0.283
S 0.113 1.402 -0.105 -0.064
C -1.779 1.355 0.143 -0.729
H 2.673 0.743 0.882 0.339
H 3.182 -0.805 -0.150 0.311
H 2.575 0.572 -0.839 0.403
H -2.397 0.950 -0.821 0.273
H -1.996 2.455 0.380 0.303
H -1.914 0.533 1.055 0.234
```

Summary:
SMILES: COC(=S)SC
HOMO-LUMO gap, eV: 9.1
Net charge: 0

---

Quick one: least stable of them? run a